Computed, not measured: one molecule with the formula C21H29N3O2 at a distorted geometry, with wB97M-V/def2-TZVPD.

Geometry as XYZ:
```
55
Properties=species:S:1:pos:R:3:forces:R:3
O -0.085 0.547 -0.990 -0.3 2.1 -3.2
C 0.028 -0.276 -0.165 3.2 -2.8 3.5
C -0.825 -0.324 1.042 0.1 1.7 2.9
C -2.136 0.437 0.841 -4.0 -2.8 -1.8
C -1.956 1.951 0.418 3.4 -5.4 8.4
O -1.277 2.582 1.246 -0.5 0.4 -1.0
N -2.428 2.340 -0.640 -4.3 1.6 -6.3
C -3.033 1.664 -1.819 -5.6 0.1 6.5
C -3.702 0.372 -1.091 -2.4 5.0 2.8
N -2.855 -0.361 -0.294 2.3 -1.6 2.1
C -3.369 -1.705 0.174 8.4 3.1 -17.2
C -2.040 -2.683 0.074 -5.3 12.9 -14.0
C -1.925 -3.642 0.770 0.0 -8.9 8.3
C -1.039 -4.554 0.542 8.8 -7.6 -2.3
C -0.046 -4.561 -0.676 -5.5 0.8 4.7
C -0.522 -3.656 -1.572 3.4 2.2 -3.6
C -1.505 -2.639 -1.292 1.6 -1.9 2.3
N 1.143 -1.202 -0.132 -5.2 7.5 -9.3
C 2.233 -0.964 -1.033 0.2 4.5 2.2
C 3.461 -0.162 -0.155 4.8 -13.7 -7.2
C 3.191 1.047 0.158 -4.3 9.3 6.6
C 3.100 1.217 1.503 -0.3 -1.0 3.7
C 2.577 2.463 2.247 5.5 -3.6 3.9
C 2.213 3.360 1.305 -8.7 6.8 -4.3
C 3.034 3.529 -0.069 -13.7 -3.9 -1.7
C 2.714 2.267 -0.799 9.8 -2.7 2.1
H -0.486 0.475 1.851 0.8 -2.0 -1.2
H -0.786 -1.408 1.376 -0.7 1.8 0.3
H -2.916 0.298 1.735 2.0 0.9 -1.3
H -2.014 3.161 -0.842 1.3 3.9 -1.1
H -3.737 2.237 -2.432 0.7 -0.1 0.4
H -2.296 1.172 -2.111 6.6 -3.4 -4.8
H -4.224 -0.176 -1.788 -1.2 -1.4 -1.4
H -4.397 0.832 -0.246 -0.3 -0.2 -2.2
H -3.656 -1.878 0.950 -6.0 -1.9 16.6
H -4.210 -1.959 -0.516 1.0 -0.3 0.1
H -2.550 -3.844 1.558 -1.6 -0.1 2.2
H -0.788 -5.523 1.175 -1.2 2.3 -0.8
H 0.737 -5.292 -0.719 0.1 0.0 -0.3
H 0.304 -3.595 -2.528 -3.0 0.2 2.0
H -1.722 -1.845 -2.005 0.0 -0.3 0.4
H 1.472 -1.654 0.519 2.7 -5.7 9.4
H 2.410 -1.838 -1.504 1.7 -2.9 -1.4
H 1.920 -0.253 -1.786 -0.2 0.1 -0.2
H 3.979 -1.042 0.501 -1.8 2.6 -0.3
H 4.353 -0.174 -0.905 -1.2 0.0 0.2
H 3.396 0.365 2.424 -0.6 2.0 -3.4
H 1.961 2.219 3.179 0.4 0.4 -1.7
H 3.558 2.944 2.658 -1.1 -1.0 0.3
H 1.939 4.494 1.822 0.9 -2.9 -1.5
H 1.034 2.992 0.943 3.0 1.2 0.7
H 2.523 4.339 -0.528 -0.3 0.9 -0.6
H 3.762 3.833 0.330 12.0 3.3 3.9
H 3.619 2.051 -1.472 -1.5 0.7 -0.5
H 1.866 2.020 -1.234 -4.2 -0.2 -1.9
```
Forces are in eV/Å.

As for the LUMO energy: 0.532 eV. Its total charge is 0. Its SMILES is O=C(C[C@H]1C(=O)NCCN1Cc1ccccc1)NCCC1=CCCCC1.

---

Computed, not measured: one molecule with the formula C21H29N3O2, with wB97M-V/def2-TZVPD.

Geometry as XYZ:
```
55
Properties=species:S:1:pos:R:3:forces:R:3
C -0.601 -2.483 -2.227 0.0 0.1 -0.1
N -0.120 -3.013 -0.972 0.0 -0.1 0.0
C -0.185 -4.454 -0.875 0.1 -0.1 0.2
C -0.191 -2.303 0.206 0.0 0.0 -0.3
O -0.444 -2.840 1.269 -0.1 -0.1 0.3
N 0.046 -0.946 0.096 0.1 0.0 0.1
C -0.323 -0.151 1.260 -0.4 -0.1 0.3
C -1.825 0.138 1.254 0.1 0.2 -0.3
C -2.226 0.986 0.038 0.1 -0.1 0.2
N -3.637 1.256 -0.135 -0.1 0.0 0.0
C -4.245 2.036 0.928 -0.3 0.1 -0.2
C -5.636 2.471 0.465 0.3 0.2 0.2
O -6.444 1.360 0.156 -0.1 -0.1 0.1
C -5.841 0.570 -0.842 0.2 -0.3 -0.1
C -4.455 0.089 -0.409 -0.3 0.2 -0.1
C 1.120 -0.413 -0.717 0.1 0.0 -0.2
C 2.415 -0.215 0.050 0.0 -0.2 0.1
C 2.716 -1.052 1.094 -0.2 0.1 -0.3
C 3.894 -0.900 1.838 0.3 0.1 0.1
C 4.775 0.095 1.530 -0.1 -0.2 0.1
C 4.522 0.963 0.449 -0.2 0.0 -0.1
C 5.439 1.979 0.107 0.1 0.2 -0.1
C 5.211 2.808 -0.953 0.2 0.0 0.2
C 4.050 2.647 -1.723 -0.2 -0.1 -0.1
C 3.139 1.676 -1.415 0.0 0.1 -0.2
C 3.333 0.807 -0.317 0.3 0.0 0.2
H -1.496 -3.032 -2.540 0.0 0.0 0.0
H 0.154 -2.591 -3.011 -0.1 0.1 0.0
H -0.866 -1.434 -2.121 0.0 0.0 0.0
H 0.447 -4.892 -1.649 0.0 -0.1 0.0
H 0.173 -4.753 0.106 0.0 -0.1 -0.1
H -1.209 -4.823 -0.999 0.0 0.0 0.0
H -0.068 -0.691 2.178 0.1 0.2 -0.1
H 0.241 0.783 1.234 0.0 0.0 0.0
H -2.356 -0.814 1.238 0.0 0.0 0.1
H -2.083 0.661 2.176 -0.1 0.0 0.1
H -1.889 0.481 -0.872 0.1 0.1 0.0
H -1.719 1.955 0.096 0.1 0.0 -0.1
H -3.629 2.917 1.121 0.0 0.0 0.1
H -4.348 1.458 1.862 0.0 0.1 0.0
H -6.156 3.017 1.254 0.1 0.0 -0.1
H -5.534 3.115 -0.422 0.0 0.0 0.1
H -6.512 -0.275 -1.009 0.1 0.0 0.0
H -5.745 1.154 -1.770 0.0 -0.1 0.1
H -3.996 -0.486 -1.216 0.0 -0.1 0.0
H -4.567 -0.560 0.475 0.0 0.0 -0.1
H 0.776 0.540 -1.129 0.1 -0.1 -0.1
H 1.322 -1.096 -1.544 -0.1 0.1 0.0
H 2.036 -1.846 1.362 -0.1 -0.1 0.1
H 4.090 -1.576 2.657 0.0 0.0 0.1
H 5.682 0.229 2.102 0.1 0.0 0.1
H 6.334 2.084 0.705 0.1 0.0 0.0
H 5.918 3.582 -1.209 0.1 0.0 0.0
H 3.880 3.298 -2.568 0.0 0.0 -0.1
H 2.263 1.570 -2.036 -0.1 0.0 0.0
```
Forces are in eV/Å.

As for the LUMO energy: 0.490 eV. Its total charge is 0. Its SMILES is CN(C)C(=O)N(CCCN1CCOCC1)Cc1cccc2ccccc12.

---

Computed, not measured: C21H29N3O2PPdS as an isolated structure at a distorted geometry, with wB97M-V/def2-TZVPD.

Geometry as XYZ:
```
58
Properties=species:S:1:pos:R:3:forces:R:3
Pd 0.830 0.858 0.073 0.0 0.0 0.4
O 2.139 0.191 -3.824 -0.1 0.4 -0.1
C 1.905 0.252 -2.659 0.4 -1.5 2.5
N 0.688 0.551 -1.965 0.6 0.8 -1.8
C -0.277 1.334 -2.637 0.3 -0.3 0.5
O -0.286 1.663 -3.796 -0.1 -0.1 0.3
C -1.386 1.802 -1.689 -1.4 -0.5 -0.6
C -2.701 2.020 -2.163 0.5 0.4 2.0
C -3.667 2.408 -1.168 1.4 -0.4 -1.3
C -3.312 2.582 0.162 0.2 0.6 -1.3
C -1.987 2.400 0.449 0.0 0.0 1.4
N -1.096 1.921 -0.386 0.9 0.3 -0.9
C 3.017 -0.292 -1.578 -1.0 0.6 0.0
C 4.248 -0.790 -1.966 -0.2 -1.2 -0.7
C 5.078 -1.489 -1.052 -1.0 1.8 1.4
C 4.685 -1.417 0.313 -2.2 0.6 -0.9
C 3.393 -0.855 0.667 1.4 -0.3 -0.6
N 2.623 -0.307 -0.282 0.5 -0.3 0.2
H -2.889 1.900 -3.227 -0.2 0.2 0.3
H -4.647 2.660 -1.475 -1.0 0.0 -0.3
H -3.965 3.008 0.904 -0.3 -0.1 0.0
H -1.624 2.659 1.429 0.1 -0.2 0.4
H 4.412 -0.794 -3.053 0.3 0.1 0.6
H 6.041 -1.908 -1.336 -0.3 0.0 0.0
H 5.244 -1.803 1.127 0.7 -0.5 0.3
H 2.984 -0.853 1.725 0.7 0.0 -1.5
S 0.127 -0.676 2.019 0.9 1.2 -0.1
C -0.719 -3.414 3.386 0.7 -0.7 1.6
C -1.585 -3.164 2.164 0.3 -1.2 0.2
C -1.740 -4.466 1.353 -0.5 0.5 -1.0
P -0.860 -1.996 0.973 -0.3 0.0 -0.1
C -2.144 -1.122 -0.023 0.2 0.8 -0.3
C -3.215 -0.651 0.968 -0.8 0.5 -0.3
C -2.725 -1.917 -1.172 -1.7 0.4 0.1
C 1.797 3.315 0.309 -1.7 1.2 -0.7
C 2.786 3.460 1.435 0.3 -0.3 -0.4
C 2.199 3.633 -1.155 -0.7 1.3 0.3
H -0.946 -4.435 3.812 0.1 1.0 -0.5
H -0.752 -2.703 4.267 -0.4 -0.5 -1.3
H 0.327 -3.452 3.100 0.3 -0.1 0.0
H -2.519 -2.837 2.547 -1.1 0.6 -0.1
H -0.741 -4.747 1.010 -0.2 0.0 -0.5
H -2.467 -4.315 0.481 1.2 -0.5 1.2
H -2.045 -5.304 1.958 -0.5 -0.1 0.3
H -1.575 -0.278 -0.479 -0.5 -0.6 0.7
H -3.712 -1.459 1.448 -0.1 -1.2 0.4
H -4.095 -0.135 0.559 0.6 0.1 -0.7
H -2.866 -0.029 1.771 0.6 0.3 0.2
H -3.172 -2.834 -0.779 0.3 -0.2 -0.5
H -2.063 -2.043 -2.022 0.2 -0.4 0.1
H -3.613 -1.353 -1.553 0.7 -0.2 0.2
H 0.668 3.448 0.516 2.0 -0.1 -0.1
H 2.896 4.454 1.904 -0.5 0.0 -0.4
H 3.779 3.251 1.015 -0.1 -0.2 0.3
H 2.571 2.780 2.273 0.1 0.1 -0.3
H 2.790 4.597 -1.245 -0.4 -1.0 0.5
H 1.336 3.835 -1.869 0.8 -0.7 1.1
H 2.829 2.854 -1.565 0.2 -0.2 -0.2
```
Forces are in eV/Å.

Its spin multiplicity is 5. Its expectation value of S² is 6.0153. As for the LUMO energy (spin up / spin down): -2.908 / -5.399 eV. Its total charge is +1.

---

Sequential relative energy (zero: lowest compared OMol25 entry of this formula, charge and spin) output: 1898.4, 224.1, 100.9 kJ/mol
Sequential E output: -30795.8168, -30813.1693, -54407.4894 eV